110
Properties=species:S:1:pos:R:3:mulliken_spin:R:1 method="wB97M-V/def2-TZVPD" multiplicity=3 charge=-1 homo_energy_ev="-2.7 / -4.3" s2=2.019 relative_energy_kj_mol=109.9
W -0.4256 -0.1712 0.0391 0.64
Cl 0.0442 -4.4574 5.5553 0.00
C -0.5812 -3.6290 4.1579 0.00
C 0.2375 -2.7214 3.5042 -0.01
C -0.2178 -2.0508 2.3767 0.02
N 0.5742 -1.1590 1.6236 0.04
C 1.0382 -0.0477 2.3926 0.00
O 1.9555 -0.2429 3.3888 0.00
C 0.0178 1.0346 2.5219 -0.01
C -0.0739 1.9662 3.6439 0.00
C -1.2682 2.5279 3.9244 0.00
C -2.4419 2.2500 3.1456 0.00
C -2.3070 1.4030 2.0847 0.01
N -1.1521 0.8019 1.7695 0.08
C -1.5242 -2.2743 1.9091 0.07
C -2.3414 -3.1913 2.5720 -0.01
C -1.8620 -3.8640 3.6860 0.01
Cl -2.9138 -5.0022 4.4793 0.00
N -1.8493 -1.5493 0.7626 0.00
C -3.0672 -1.6963 0.1198 0.10
O -4.0702 -2.2607 0.5730 0.12
C -2.9851 -1.1510 -1.2128 0.28
C -4.0047 -1.2545 -2.1640 -0.13
C -3.7730 -0.8742 -3.4584 0.24
C -2.4739 -0.3940 -3.8009 0.04
C -1.5315 -0.2652 -2.8283 0.04
N -1.7630 -0.5975 -1.5302 0.27
H 1.2286 -2.5312 3.8875 0.00
H 0.8052 2.1338 4.2505 0.00
H -1.3494 3.1830 4.7853 0.00
H -3.4023 2.6816 3.3852 0.00
H -3.1416 1.1663 1.4325 0.00
H -3.3481 -3.3588 2.2285 0.00
H -4.9499 -1.6637 -1.8316 0.00
H -4.5498 -0.9472 -4.2084 0.02
H -2.2295 -0.0877 -4.8087 0.00
H -0.5521 0.1399 -3.0397 0.00
N 0.1417 -2.5628 -0.7905 0.02
C 0.8353 -2.5015 -2.0591 -0.03
C 1.5462 -3.7780 -2.5265 0.00
C 2.2307 -4.6297 -1.4557 0.00
C 3.5774 -4.1147 -0.9611 0.00
N 3.5195 -2.8481 -0.2483 0.00
C 3.5517 -2.7187 1.1121 0.00
N 3.9450 -1.6738 1.7539 0.00
N 3.1424 -3.8370 1.8188 0.00
C 1.7124 -1.2509 -2.0071 0.02
O 2.7425 -1.1626 -2.6650 0.01
O 1.2671 -0.3264 -1.2293 0.02
H 0.7590 -2.8099 -0.0235 0.00
H -0.6647 -3.1747 -0.7934 0.00
H 0.0805 -2.2664 -2.8165 0.01
H 2.2717 -3.4815 -3.2881 0.00
H 0.8057 -4.4053 -3.0294 0.00
H 2.3932 -5.6288 -1.8716 0.00
H 1.5579 -4.7773 -0.6034 0.00
H 4.2412 -3.9818 -1.8183 0.00
H 4.0444 -4.8564 -0.3107 0.00
H 3.7140 -2.0177 -0.7867 0.00
H 4.3355 -1.0018 1.1004 0.00
H 2.6962 -0.7256 2.9759 0.00
H 2.3454 -4.3256 1.4386 0.00
H 3.0369 -3.6367 2.8014 0.00
N -0.5304 1.6620 -0.7513 0.04
P -0.3180 2.8833 -1.6472 0.01
C 1.3991 3.2578 -2.1416 0.00
C 1.7225 4.2994 -3.0157 0.00
C 3.0438 4.5717 -3.3283 0.00
C 4.0608 3.7961 -2.7801 0.00
C 3.7472 2.7464 -1.9340 0.00
C 2.4215 2.4782 -1.6150 0.01
C -0.9591 4.4074 -0.8499 0.02
C -1.4341 4.2743 0.4474 0.00
C -1.9306 5.3689 1.1426 0.00
C -1.9647 6.6146 0.5363 0.00
C -1.5087 6.7584 -0.7697 0.00
C -1.0115 5.6622 -1.4577 0.00
C -1.2130 2.9053 -3.2481 -0.01
C -2.5496 3.2904 -3.2829 0.01
C -3.2761 3.2212 -4.4632 -0.01
C -2.6703 2.7652 -5.6248 0.01
C -1.3394 2.3675 -5.6003 -0.01
C -0.6172 2.4327 -4.4177 0.02
H 0.9442 4.8821 -3.4879 0.00
H 3.2810 5.3816 -4.0073 0.00
H 5.0946 4.0064 -3.0268 0.00
H 4.5303 2.1248 -1.5181 0.00
H 2.1697 1.6431 -0.9770 0.01
H -1.3975 3.2996 0.9124 0.00
H -2.2825 5.2343 2.1583 0.00
H -2.3481 7.4731 1.0743 0.00
H -1.5441 7.7264 -1.2544 0.00
H -0.6848 5.7939 -2.4793 0.00
H -3.0316 3.6380 -2.3757 0.00
H -4.3170 3.5199 -4.4727 0.00
H -3.2357 2.7126 -6.5473 0.00
H -0.8647 1.9993 -6.5016 0.00
H 0.4155 2.1069 -4.4035 0.00
N 1.1763 1.0729 1.4591 -0.01
C 2.1461 2.0928 1.5304 0.00
C 1.7113 3.4049 1.3540 0.00
C 2.6226 4.4470 1.3044 0.00
C 3.9805 4.1969 1.4510 0.00
C 4.4120 2.8937 1.6602 0.00
C 3.5053 1.8430 1.7017 0.00
H 0.6526 3.5922 1.2411 0.00
H 2.2654 5.4570 1.1415 0.00
H 4.6953 5.0091 1.4057 0.00
H 5.4675 2.6864 1.7917 0.00
H 3.8524 0.8361 1.8688 0.00